1.
Molecular formula: C6H4AuCl2N2O3Tl
Method: DFT, wB97M-V/def2-TZVPD

```
! RIJCOSX wB97M-V def2-TZVPD def2/J DEFGRID3
* xyz 4 3
Tl 0.91 0.85 -2.67
Au 0.16 -0.94 -0.49
Cl -0.42 1.45 -0.75
Cl 2.45 -0.36 -1.22
C 0.62 -2.74 -0.21
C -0.34 1.79 -3.88
C 1.96 0.33 -4.26
O 0.93 -3.82 -0.09
O -1.10 2.35 -4.60
O 2.58 -0.01 -5.22
N -1.72 -0.03 1.72
C -1.74 0.36 2.99
C -0.45 0.34 3.47
C 0.37 -0.08 2.44
N -0.43 -0.32 1.39
H -2.48 -0.14 1.03
H -2.64 0.62 3.49
H -0.12 0.58 4.46
H 1.44 -0.23 2.41
*
```

- Frontier orbital gap (alpha / beta): 0.2764 / 0.2660 hartree
- LUMO energy (alpha / beta): -17.4831 / -18.8038 eV
- Relative energy (zero: lowest compared OMol25 entry of this formula, charge and spin): 279.8 kJ/mol
- HOMO energy (alpha / beta): -25.00 / -26.04 eV

=====

2.
Molecular formula: C52H48F11NO2
Method: DFT, wB97M-V/def2-TZVPD

```
! RIJCOSX wB97M-V def2-TZVPD def2/J DEFGRID3
* xyz 0 1
C -5.27 -0.48 -1.23
C -5.50 -1.59 -2.30
C -4.92 -1.25 -3.68
C -3.45 -0.79 -3.60
O -2.64 -1.37 -4.61
C -1.68 -2.26 -4.11
N -2.30 -3.50 -3.64
C -1.27 -4.16 -2.87
O -1.08 -5.35 -2.74
C -0.40 -3.05 -2.26
C -0.62 -1.75 -3.09
C 0.69 -1.17 -3.64
F 0.47 -0.12 -4.46
F 1.36 -2.15 -4.32
C 1.55 -0.69 -2.47
C 2.44 -1.55 -1.87
C 3.20 -1.19 -0.80
C 3.09 0.10 -0.32
C 2.20 0.95 -0.92
C 2.10 2.36 -0.33
F 3.33 2.78 0.02
F 1.37 2.35 0.79
F 1.57 3.19 -1.23
C 1.43 0.59 -1.99
H -4.52 -0.85 -0.52
H -4.85 0.42 -1.68
H -6.17 -0.23 -0.67
H -6.57 -1.80 -2.33
H -5.01 -2.51 -1.95
H -5.56 -0.49 -4.15
H -5.01 -2.14 -4.31
H -3.10 -0.97 -2.58
H -3.44 0.29 -3.77
H -1.10 -2.54 -4.99
H -3.02 -3.34 -2.92
H 0.61 -3.48 -2.29
H -0.56 -2.80 -1.21
H -0.99 -1.04 -2.35
H 2.50 -2.55 -2.29
H 3.86 -1.92 -0.36
H 3.69 0.39 0.54
H 0.74 1.29 -2.44
F 4.10 9.55 -1.88
C 4.06 8.24 -1.57
C 2.92 7.51 -1.85
C 2.89 6.16 -1.53
C 3.99 5.56 -0.93
C 5.13 6.31 -0.66
C 5.17 7.66 -0.98
H 2.07 8.00 -2.31
H 2.01 5.58 -1.75
H 3.96 4.51 -0.68
H 5.98 5.84 -0.19
H 6.05 8.26 -0.79
F 4.10 16.44 -1.09
C 4.19 15.15 -0.74
C 4.80 14.82 0.46
C 4.89 13.49 0.83
C 4.37 12.50 0.00
C 3.77 12.85 -1.20
C 3.67 14.18 -1.57
H 5.20 15.61 1.09
H 5.36 13.22 1.77
H 4.45 11.46 0.29
H 3.37 12.08 -1.85
H 3.19 14.47 -2.50
F -3.46 -2.12 0.37
C -3.45 -2.43 1.69
C -3.66 -1.42 2.61
C -3.66 -1.74 3.96
C -3.45 -3.05 4.37
C -3.23 -4.05 3.42
C -3.24 -3.74 2.07
H -3.82 -0.41 2.27
H -3.83 -0.97 4.70
H -3.44 -3.30 5.41
H -3.06 -5.07 3.73
H -3.09 -4.50 1.31
F -3.38 -5.10 6.43
C -4.56 -5.76 6.46
C -4.84 -6.57 7.54
C -6.05 -7.25 7.58
C -6.96 -7.12 6.53
C -6.65 -6.31 5.45
C -5.45 -5.62 5.41
H -4.12 -6.67 8.35
H -6.29 -7.88 8.43
H -7.90 -7.66 6.56
H -7.35 -6.21 4.63
H -5.20 -4.98 4.58
F 5.22 -1.08 4.08
C 5.08 0.26 4.09
C 6.19 1.05 4.28
C 6.04 2.43 4.28
C 4.78 3.00 4.12
C 3.68 2.18 3.94
C 3.82 0.80 3.92
H 7.16 0.60 4.41
H 6.91 3.07 4.42
H 4.67 4.07 4.13
H 2.69 2.62 3.81
H 2.97 0.15 3.77
F -0.36 -12.07 -4.85
C -0.43 -10.79 -4.40
C -0.55 -9.77 -5.32
C -0.62 -8.46 -4.85
C -0.56 -8.19 -3.49
C -0.43 -9.24 -2.59
C -0.37 -10.55 -3.05
H -0.59 -9.99 -6.38
H -0.73 -7.64 -5.56
H -0.61 -7.17 -3.14
H -0.37 -9.04 -1.53
H -0.27 -11.38 -2.36
*
```

- Frontier orbital gap: 0.3310 hartree
- LUMO energy: 0.1210 eV
- SMILES: CCCCO[C@@H]1NC(=O)C[C@H]1C(F)(F)c1cccc(C(F)(F)F)c1.Fc1ccccc1.Fc1ccccc1.Fc1ccccc1.Fc1ccccc1.Fc1ccccc1.Fc1ccccc1
- HOMO energy: -8.89 eV

=====

3.
Molecular formula: C28H70N14O14
Method: DFT, wB97M-V/def2-TZVPD

```
! RIJCOSX wB97M-V def2-TZVPD def2/J DEFGRID3
* xyz 0 1
O -1.55 4.68 -4.17
C -0.86 4.19 -3.30
N -1.39 3.43 -2.40
C 0.61 4.49 -3.17
H -2.34 3.09 -2.46
H -0.81 3.11 -1.64
H 1.31 4.07 -3.90
H 0.98 4.29 -2.16
H 0.55 5.56 -3.36
O 2.99 6.83 2.34
C 2.54 5.74 2.23
N 1.80 5.24 3.17
C 3.08 4.70 1.18
H 1.35 4.33 3.13
H 1.48 5.92 3.84
H 2.71 5.10 0.24
H 2.58 3.75 1.38
H 4.16 4.61 1.24
O -0.09 1.07 4.04
C 0.71 1.29 4.98
N 0.30 1.68 6.20
C 2.16 1.22 4.60
H -0.69 1.84 6.29
H 0.96 1.94 6.92
H 2.70 0.33 4.93
H 2.68 2.01 5.13
H 2.30 1.42 3.54
O -2.71 5.76 2.46
C -2.01 4.78 2.20
N -1.95 3.71 2.98
C -1.17 4.79 0.95
H -2.36 3.65 3.90
H -1.21 3.05 2.78
H -0.94 3.79 0.58
H -0.37 5.51 1.09
H -1.86 5.13 0.17
O 3.86 -2.30 1.09
C 3.88 -3.38 0.53
N 4.85 -4.23 0.55
C 2.63 -3.86 -0.24
H 5.68 -3.77 0.91
H 4.90 -5.09 0.02
H 2.63 -3.86 -1.33
H 1.81 -3.25 0.14
H 2.37 -4.88 0.06
O -4.41 -1.33 3.24
C -3.39 -0.66 3.29
N -2.55 -0.76 4.30
C -3.19 0.36 2.14
H -2.75 -1.33 5.10
H -1.75 -0.14 4.32
H -2.15 0.30 1.82
H -3.48 1.38 2.40
H -3.71 -0.04 1.27
O 6.09 1.58 -2.00
C 4.92 1.26 -1.74
N 4.35 0.28 -2.42
C 4.11 1.96 -0.72
H 3.34 0.23 -2.35
H 4.74 0.06 -3.33
H 3.19 2.18 -1.27
H 4.62 2.91 -0.55
H 3.93 1.29 0.12
O -0.30 -3.15 -1.72
C -1.30 -3.57 -1.13
N -2.55 -3.54 -1.59
C -1.20 -4.26 0.27
H -2.74 -3.38 -2.57
H -3.31 -4.01 -1.11
H -0.63 -5.18 0.09
H -2.13 -4.43 0.81
H -0.60 -3.59 0.88
O -6.13 -2.52 -1.68
C -5.95 -3.49 -0.96
N -5.66 -4.67 -1.42
C -5.86 -3.31 0.52
H -5.69 -4.61 -2.43
H -5.25 -5.33 -0.77
H -4.86 -3.59 0.85
H -6.65 -3.87 1.01
H -6.05 -2.26 0.71
O 1.33 -4.87 5.57
C 1.64 -4.00 4.82
N 0.72 -3.21 4.46
C 2.97 -3.81 4.15
H -0.10 -3.39 5.03
H 0.71 -2.50 3.74
H 3.73 -3.91 4.92
H 3.09 -2.79 3.78
H 3.14 -4.61 3.43
O 3.51 -3.08 -5.13
C 2.70 -3.62 -4.41
N 1.80 -2.85 -3.80
C 2.66 -5.07 -4.25
H 1.05 -3.20 -3.21
H 1.83 -1.85 -3.93
H 1.63 -5.34 -4.49
H 3.07 -5.23 -3.25
H 3.28 -5.60 -4.98
O -0.01 1.87 -0.67
C -0.06 0.67 -0.56
N -1.20 0.07 -0.78
C 1.07 -0.19 0.01
H -2.00 0.56 -1.15
H -1.23 -0.94 -0.83
H 1.87 0.13 -0.66
H 0.84 -1.23 -0.23
H 1.35 0.04 1.04
O 1.86 0.19 -3.64
C 1.48 0.65 -4.81
N 0.18 0.72 -5.02
C 2.54 0.84 -5.86
H -0.48 0.62 -4.27
H -0.17 1.18 -5.85
H 2.89 1.86 -5.67
H 2.13 0.87 -6.86
H 3.29 0.06 -5.70
O -3.64 1.25 -1.62
C -4.79 1.68 -1.43
N -5.82 0.87 -1.59
C -4.88 3.16 -1.07
H -5.66 -0.11 -1.80
H -6.73 1.32 -1.57
H -3.90 3.63 -0.92
H -5.37 3.34 -0.12
H -5.56 3.59 -1.80
*
```

- Frontier orbital gap: 0.3132 hartree
- LUMO energy: -0.2371 eV
- Relative energy (zero: lowest compared OMol25 entry of this formula, charge and spin): 328.2 kJ/mol
- HOMO energy: -8.76 eV

=====

4.
Molecular formula: C30H29As2Cl5KN6S
Method: DFT, wB97M-V/def2-TZVPD

```
! RIJCOSX wB97M-V def2-TZVPD def2/J DEFGRID3
* xyz -1 1
K 0.63 1.04 -0.68
C 0.00 -0.47 -5.13
C -0.17 -0.34 -3.65
N 0.75 -0.59 -2.79
N 1.90 -1.13 -3.30
C 3.01 -0.95 -2.60
N 4.03 -1.78 -3.03
S 3.40 0.11 -1.28
C -1.49 0.17 -3.14
C -2.56 0.37 -4.01
C -3.75 0.88 -3.53
C -3.87 1.18 -2.18
C -2.76 0.93 -1.38
N -1.62 0.44 -1.84
H 1.02 -0.77 -5.35
H -0.21 0.49 -5.62
H -0.67 -1.21 -5.56
H 3.88 -2.15 -3.96
H 4.95 -1.44 -2.83
H -2.45 0.15 -5.06
H -4.58 1.05 -4.20
H -4.77 1.60 -1.76
H -2.79 1.15 -0.31
C 0.04 -3.81 -1.13
As -0.59 -2.16 -0.26
C -2.49 -2.49 -0.65
C -0.57 -2.77 1.63
C -1.56 -3.58 2.18
C -1.56 -3.87 3.54
C -0.57 -3.36 4.36
C 0.44 -2.56 3.81
C 0.45 -2.26 2.45
As 1.84 -1.10 1.61
C 2.92 -0.75 3.23
C 2.99 -2.56 0.96
H -0.54 -4.67 -0.78
H 1.10 -3.98 -0.92
H -0.08 -3.69 -2.20
H -2.75 -3.53 -0.52
H -2.66 -2.21 -1.69
H -3.12 -1.86 -0.02
H -2.35 -3.98 1.56
H -2.34 -4.50 3.96
H -0.57 -3.57 5.42
H 1.21 -2.17 4.46
H 3.24 -1.68 3.72
H 2.37 -0.14 3.94
H 3.80 -0.21 2.89
H 3.00 -3.39 1.66
H 3.99 -2.14 0.84
H 2.67 -2.88 -0.02
Cl 1.50 2.79 -3.67
C 1.13 4.06 -2.46
C 0.40 3.70 -1.35
C 0.14 4.74 -0.49
Cl -0.88 4.43 0.96
C 0.58 6.05 -0.66
Cl 0.22 7.31 0.48
C 1.33 6.35 -1.80
Cl 1.91 7.96 -2.07
C 1.61 5.34 -2.72
Cl 2.53 5.71 -4.14
N -1.65 2.35 7.17
C -1.40 2.09 6.08
C -1.08 1.75 4.70
C -1.89 0.89 3.99
C -1.54 0.60 2.68
N -0.46 1.10 2.09
C 0.31 1.93 2.79
C 0.05 2.29 4.10
H -2.77 0.46 4.44
H -2.14 -0.09 2.10
H 1.19 2.32 2.28
H 0.70 2.97 4.63
*
```

- Frontier orbital gap: 0.2345 hartree
- LUMO energy: 1.7437 eV
- Relative energy (zero: lowest compared OMol25 entry of this formula, charge and spin): 23.3 kJ/mol
- HOMO energy: -4.64 eV

=====

5.
Molecular formula: C41H58MoN4O3Si
Method: DFT, wB97M-V/def2-TZVPD

```
! RIJCOSX wB97M-V def2-TZVPD def2/J DEFGRID3
* xyz 0 3
Mo -0.06 0.55 0.23
C 1.44 -1.57 -3.37
C 1.71 -0.41 -2.43
C 2.15 0.93 -3.07
C 2.84 -0.62 -1.45
C 3.86 -1.51 -1.84
C 5.11 -1.51 -1.14
C 5.36 -0.53 -0.19
C 4.27 0.25 0.31
C 4.56 1.44 1.21
C 5.75 2.21 0.63
C 4.79 1.09 2.68
C 2.96 -0.06 -0.18
N 1.87 0.13 0.73
C 1.96 -0.38 2.04
O 2.72 -1.30 2.38
C 0.98 0.25 2.99
C 1.11 0.54 4.33
C 0.12 1.35 4.98
C -0.81 1.92 4.20
C -0.67 1.82 2.80
N -0.05 0.73 2.33
C -1.00 2.86 1.75
O -1.58 3.81 2.24
N -0.86 2.43 0.45
C -1.15 3.34 -0.63
C -2.41 3.26 -1.34
C -2.64 3.94 -2.51
C -1.78 5.02 -2.88
C -0.52 5.11 -2.21
C -0.22 4.26 -1.12
C 1.12 4.47 -0.45
C 0.91 5.69 0.52
C 2.26 4.67 -1.48
C -3.54 2.28 -0.90
C -3.80 1.18 -1.98
C -4.78 3.09 -0.38
H 0.43 -1.34 -3.84
H 1.34 -2.50 -2.82
H 2.23 -1.74 -4.15
H 0.78 -0.20 -1.77
H 2.93 0.81 -3.83
H 2.66 1.59 -2.38
H 1.31 1.35 -3.61
H 3.63 -2.29 -2.57
H 5.85 -2.31 -1.19
H 6.31 -0.28 0.25
H 3.66 2.07 1.15
H 6.71 1.67 0.85
H 5.80 3.30 1.01
H 5.80 2.34 -0.46
H 5.89 1.02 2.87
H 4.25 0.19 2.95
H 4.42 1.88 3.25
H 1.91 0.10 4.91
H 0.15 1.45 6.03
H -1.57 2.64 4.62
H -3.48 3.66 -3.14
H -2.14 5.66 -3.70
H 0.20 5.89 -2.47
H 1.31 3.57 0.12
H 0.32 5.39 1.40
H 0.35 6.52 0.05
H 1.89 6.07 0.88
H 2.00 4.59 -2.58
H 3.20 4.07 -1.34
H 2.71 5.67 -1.37
H -3.12 1.82 0.00
H -4.11 1.68 -2.95
H -4.55 0.45 -1.66
H -2.90 0.61 -2.15
H -4.91 4.04 -0.94
H -4.58 3.46 0.65
H -5.69 2.48 -0.44
O -3.21 -0.61 1.19
C -2.13 -0.73 0.68
N -1.25 -1.45 0.07
C -0.03 -3.94 -0.85
Si -1.57 -3.48 -0.02
C -1.55 -4.37 1.71
C -2.75 -4.19 2.63
C -1.32 -5.91 1.43
C -0.24 -3.84 2.42
C -3.17 -3.96 -0.90
C -3.30 -2.89 -2.02
C -4.41 -3.95 0.07
C -3.09 -5.36 -1.52
H 0.58 -4.74 -0.31
H 0.65 -3.02 -0.96
H -0.22 -4.20 -1.91
H -3.57 -4.90 2.29
H -3.20 -3.20 2.60
H -2.55 -4.44 3.72
H -1.85 -6.41 0.68
H -1.56 -6.40 2.40
H -0.26 -6.14 1.25
H -0.42 -2.89 2.93
H 0.55 -3.61 1.70
H 0.19 -4.61 3.10
H -3.41 -1.88 -1.72
H -4.12 -3.10 -2.75
H -2.41 -2.94 -2.68
H -4.55 -4.83 0.74
H -5.31 -3.82 -0.52
H -4.41 -3.08 0.74
H -3.44 -6.14 -0.89
H -2.07 -5.75 -1.67
H -3.57 -5.28 -2.53
*
```

- Frontier orbital gap (alpha / beta): 0.2085 / 0.2354 hartree
- LUMO energy (alpha / beta): -0.8421 / -0.8759 eV
- Relative energy (zero: lowest compared OMol25 entry of this formula, charge and spin): 9.5 kJ/mol
- HOMO energy (alpha / beta): -6.52 / -7.28 eV

=====

6.
Molecular formula: C4H6N
Method: DFT, wB97M-V/def2-TZVPD

```
! RIJCOSX wB97M-V def2-TZVPD def2/J DEFGRID3
* xyz 1 1
C 1.29 0.18 0.08
C 0.01 0.10 -0.84
C -0.83 1.00 0.03
C 0.00 -0.05 0.76
N -0.41 -1.15 -0.06
H 1.88 1.17 -0.05
H 1.73 -0.81 -0.02
H -1.94 1.00 -0.23
H -0.37 2.01 0.03
H 0.05 -2.03 -0.22
H -1.50 -1.19 -0.08
*
```

- Frontier orbital gap: 0.4300 hartree
- LUMO energy: -4.5744 eV
- SMILES: C1[C@]23C[C@]12[NH2+]3
- Relative energy (zero: lowest compared OMol25 entry of this formula, charge and spin): 320.1 kJ/mol
- HOMO energy: -16.27 eV

=====

Largest force on an atom in eV/A, matching the order above: 16.4, 1.9, 6.0, 0.7, 4.0, 4.8